No. 1
Here is a molecular structure, C20H37N5O8P2S3Sn from the Open Molecules 2025 dataset. Energies are from ωB97M-V/def2-TZVPD.

Values from the calculation:
* E_HOMO: -0.490 hartree
* LUMO level: -11.035 eV
* max |F|: 6.78 eV/Å
* charge: +2
* E_tot: -3750.5070 Ha
* molecular weight: 752.40 g/mol

The geometry in XYZ format:
```
76
Properties=species:S:1:pos:R:3:mulliken_charge:R:1
C 5.85 -1.31 0.87 -0.6879
C 5.49 -1.96 -0.59 -0.3118
O 4.69 -3.12 -0.30 -0.4176
P 3.06 -2.87 -0.77 0.8835
O 2.88 -3.00 -2.31 -0.6741
C 2.34 -1.19 -0.17 2.5867
C 1.63 -0.55 -1.46 -1.0661
C 0.97 0.91 -1.25 -0.3253
C -0.35 0.96 -0.33 0.0411
C 0.04 1.21 1.22 -0.5663
C 0.84 2.57 1.52 -0.2800
O 0.01 3.44 2.34 -0.5742
C 2.16 2.27 2.44 -0.9168
N 3.44 2.38 1.63 -0.2098
N -0.78 -0.49 -0.24 -0.2794
C -1.70 -0.92 -1.30 -0.6939
O -2.01 -2.07 -1.67 -0.5754
C -2.20 0.52 -1.88 0.8873
S -1.56 0.42 -3.64 -0.1483
C -3.77 0.24 -2.10 -0.8492
C -4.63 1.47 -2.63 -0.2796
N -4.73 1.87 -3.87 -0.6106
C -1.69 1.70 -0.91 1.5130
C -2.69 2.19 0.29 -1.3787
C -3.41 1.01 1.09 -0.8594
S -3.45 1.25 2.95 -0.1294
C -3.38 -0.52 3.55 0.5459
N -4.59 -1.26 3.40 -0.2311
N -4.23 -2.50 3.87 -0.2907
C -2.86 -2.51 4.30 -0.0264
O -2.28 -1.22 4.10 -0.2313
P -1.43 3.41 -1.75 0.6767
O -2.93 4.06 -2.32 -0.5439
O -0.40 3.38 -3.09 -0.5468
S -0.74 4.76 -0.52 -0.3524
O 2.15 -4.12 -0.06 -0.4386
C 0.78 -4.10 -0.58 0.4530
C -0.14 -4.85 0.53 -1.0556
H 5.95 -0.17 0.75 -0.0149
H 5.00 -1.64 1.56 0.3214
H 6.80 -1.83 1.22 0.4401
H 6.44 -2.30 -1.13 0.4230
H 4.92 -1.24 -1.27 0.2963
H 1.52 -1.49 0.58 0.0697
H 3.15 -0.51 0.29 -2.3938
H 0.93 -1.28 -2.01 0.3459
H 2.49 -0.37 -2.22 0.4197
H 0.79 1.30 -2.32 0.4282
H 1.83 1.58 -0.85 0.2577
H 0.75 0.35 1.51 0.0479
H -0.83 1.15 1.95 -0.1011
H 1.24 3.10 0.59 0.4851
H -0.23 2.94 3.16 0.4622
H 2.22 3.12 3.23 0.4626
H 2.07 1.30 3.04 0.3764
H 4.22 2.49 2.34 0.3842
H 3.50 1.47 1.12 0.1802
H -1.00 -0.78 0.73 0.5217
H -0.26 -0.09 -3.60 0.1595
H -4.30 -0.21 -1.17 0.3037
H -3.84 -0.59 -2.90 0.6356
H -5.28 2.02 -1.84 0.3084
H -4.12 1.24 -4.43 0.3196
H -2.13 2.83 1.06 0.5756
H -3.52 2.88 -0.11 0.6633
H -3.05 -0.05 0.88 0.2319
H -4.52 1.02 0.77 0.5013
H -2.25 -3.37 4.71 0.3481
H -2.97 3.89 -3.30 0.3785
H -0.91 3.18 -3.92 0.3871
H 0.65 -4.68 -1.55 0.2869
H 0.34 -3.05 -0.68 -0.3073
H -1.12 -5.24 0.06 0.3333
H 0.44 -5.72 1.02 0.3197
H -0.42 -4.07 1.34 0.1780
Sn 5.12 1.32 1.01 0.9277
```

No. 2
Here is a gas-phase ion, C20H37N6 (charge +1) from the Open Molecules 2025 dataset. Energies are from ωB97M-V/def2-TZVPD.

Values from the calculation:
* relative energy (zero: lowest compared OMol25 entry of this formula, charge and spin): 55.7 kJ/mol
* E_HOMO: -0.441 hartree
* LUMO level: -2.331 eV
* max |F|: 1.81 eV/Å
* charge: +1
* E_tot: -1112.5797 Ha
* molecular weight: 361.56 g/mol
* SMILES string: CCC[C@@H](c1nnnn1C1CCCCC1)[NH+]1CCN(C2CCCC2)CC1

The geometry in XYZ format:
```
63
Properties=species:S:1:pos:R:3:mulliken_charge:R:1
C 0.44 2.76 3.26 -1.4581
C 0.23 1.62 2.27 0.0588
C 0.09 2.16 0.84 -1.4070
C -0.02 1.07 -0.24 -0.0570
C 1.22 0.23 -0.21 -0.4536
N 1.26 -0.96 0.35 0.1420
N 2.51 -1.38 0.24 -1.0936
N 3.23 -0.52 -0.34 -0.2320
N 2.46 0.53 -0.65 1.2025
C 3.00 1.70 -1.31 -0.1923
C 3.70 1.27 -2.60 -0.8502
C 4.30 2.49 -3.30 -0.6099
C 5.28 3.20 -2.37 -0.6819
C 4.58 3.62 -1.08 -0.6517
C 3.99 2.40 -0.38 -0.7314
N -1.15 0.12 -0.02 0.3020
C -2.47 0.70 0.31 -0.4965
C -3.32 -0.41 0.96 -1.0476
N -2.70 -1.68 0.64 0.0126
C -3.26 -2.84 1.32 -0.1437
C -2.30 -4.05 1.24 -1.0744
C -3.05 -5.13 0.46 -0.5084
C -4.51 -4.87 0.82 -0.7348
C -4.62 -3.34 0.78 -0.7190
C -2.51 -1.77 -0.79 -0.5693
C -1.34 -0.82 -1.15 -0.9824
H 0.54 2.37 4.26 0.4054
H 1.35 3.31 3.02 0.3199
H -0.40 3.45 3.23 0.3612
H 1.07 0.93 2.32 0.3248
H -0.67 1.06 2.56 0.1107
H -0.76 2.84 0.78 0.6592
H 0.97 2.75 0.61 0.6449
H -0.15 1.54 -1.22 0.5290
H 2.16 2.36 -1.54 0.1990
H 4.48 0.56 -2.35 0.3886
H 2.98 0.77 -3.27 0.3469
H 4.81 2.17 -4.21 0.3754
H 3.50 3.18 -3.59 0.3097
H 5.68 4.08 -2.87 0.3287
H 6.11 2.53 -2.14 0.3464
H 5.30 4.10 -0.41 0.3617
H 3.79 4.34 -1.30 0.3220
H 4.78 1.70 -0.12 0.4034
H 3.48 2.70 0.54 0.2907
H -0.89 -0.50 0.77 0.5030
H -2.36 1.53 1.01 0.4967
H -2.92 1.08 -0.61 0.3250
H -4.36 -0.34 0.59 0.4181
H -3.34 -0.30 2.04 0.5357
H -3.37 -2.53 2.36 0.5770
H -2.10 -4.41 2.25 0.3916
H -1.35 -3.78 0.80 0.2768
H -2.90 -5.00 -0.62 0.2129
H -2.72 -6.13 0.73 0.4020
H -4.71 -5.23 1.83 0.2926
H -5.20 -5.35 0.13 0.3840
H -5.45 -2.98 1.37 0.3709
H -4.76 -3.01 -0.25 0.2718
H -3.41 -1.48 -1.36 0.2752
H -2.25 -2.79 -1.07 0.3464
H -0.42 -1.39 -1.28 0.4195
H -1.55 -0.26 -2.06 0.4502
```

No. 3
Here is a molecular structure, C20H37O2S4Si2Sr from the Open Molecules 2025 dataset. Energies are from ωB97M-V/def2-TZVPD.

Values from the calculation:
* relative energy (zero: lowest compared OMol25 entry of this formula, charge and spin): 76.0 kJ/mol
* E_HOMO: -0.126 hartree
* LUMO level: 2.092 eV
* max |F|: 1.16 eV/Å
* charge: -1
* E_tot: -3137.3019 Ha
* molecular weight: 581.57 g/mol

The geometry in XYZ format:
```
66
Properties=species:S:1:pos:R:3:mulliken_charge:R:1
Sr 1.10 -0.68 0.20 0.9428
C -2.51 2.48 -0.07 0.0500
C -2.79 1.02 -0.42 -0.6732
S -1.71 -0.19 0.39 0.6280
C -2.69 -0.61 1.84 -0.0902
C -2.84 0.45 2.94 -0.9109
S -1.25 0.84 3.72 -0.0434
C -1.26 2.66 3.76 -0.0780
C 0.18 3.18 3.71 -1.1215
S 1.06 2.58 2.25 0.2029
C 0.99 3.95 1.08 -0.7669
C -0.39 4.26 0.52 -0.8205
S -0.85 2.94 -0.63 0.0597
H -2.56 2.63 1.00 -0.3812
H -3.24 3.13 -0.55 0.4823
H -2.64 0.86 -1.49 -0.1813
H -3.82 0.77 -0.18 0.5017
H -2.17 -1.48 2.24 -1.0104
H -3.68 -0.93 1.51 0.5295
H -3.52 0.07 3.71 0.4903
H -3.27 1.37 2.55 0.3938
H -1.78 3.00 4.66 0.4169
H -1.82 3.02 2.89 -0.2717
H 0.73 2.82 4.58 0.4328
H 0.20 4.27 3.72 0.4073
H 1.64 3.61 0.28 0.2824
H 1.44 4.83 1.54 0.4955
H -0.36 5.20 -0.03 0.4515
H -1.15 4.36 1.30 0.2843
C -1.55 -3.90 1.41 -1.1855
Si 0.05 -2.99 1.99 0.4824
C -0.25 -2.89 3.90 -1.2630
C 1.31 -4.44 1.95 -1.2523
H -1.72 -4.83 1.97 0.4055
H -1.47 -4.16 0.35 0.3087
H -2.44 -3.27 1.53 0.3406
H -0.50 -3.87 4.32 0.3697
H -1.06 -2.19 4.16 0.2913
H 0.65 -2.52 4.40 0.2937
H 0.99 -5.31 2.54 0.3085
H 2.29 -4.12 2.33 0.2918
H 1.47 -4.79 0.92 0.2928
C -0.62 -2.31 -3.35 -1.4148
Si 0.10 -0.64 -2.70 0.5261
C -1.01 0.60 -3.65 -1.6243
C 1.74 -0.58 -3.71 0.4706
C 2.73 -1.55 -3.49 -0.2392
C 3.96 -1.52 -4.12 -0.7195
C 4.26 -0.48 -5.00 -0.3876
C 3.31 0.50 -5.24 -0.5959
C 2.07 0.45 -4.60 -0.1023
H -0.67 -2.35 -4.44 0.3499
H -1.64 -2.46 -2.95 0.2933
H -0.02 -3.16 -3.00 0.3030
H -1.01 0.42 -4.74 0.4887
H -0.70 1.64 -3.48 0.2705
H -2.04 0.52 -3.30 0.3675
H 2.52 -2.36 -2.79 0.2426
H 4.70 -2.29 -3.92 0.3577
H 5.23 -0.44 -5.49 0.3511
H 3.54 1.32 -5.92 0.3517
H 1.35 1.24 -4.80 0.2166
O 3.44 -0.68 0.42 -0.8393
C 3.36 0.58 0.48 0.1788
O 2.37 1.27 0.10 -0.6338
H 4.21 1.12 0.92 0.4021
```

No. 4
Here is a molecular structure, C20H38AsN2O3S4SbSe3Zr from the Open Molecules 2025 dataset. Energies are from ωB97M-V/def2-TZVPD.

Values from the calculation:
* relative energy (zero: lowest compared OMol25 entry of this formula, charge and spin): 91.6 kJ/mol
* E_HOMO (spin up / spin down): -0.141 / -0.157 hartree
* LUMO level (spin up / spin down): 1.853 / 1.263 eV
* 2S+1: 2
* max |F|: 1.93 eV/Å
* charge: -1
* E_tot: -12440.2881 Ha
* molecular weight: 1007.59 g/mol

The geometry in XYZ format:
```
73
Properties=species:S:1:pos:R:3:mulliken_charge:R:1
Zr 9.74 11.71 11.59 0.7099
O 8.48 12.68 15.82 -0.2598
C 9.22 13.87 16.00 -1.4452
C 9.30 14.79 14.76 3.2473
C 9.33 16.20 15.36 -1.4888
O 9.65 17.23 14.43 -0.5383
C 8.06 14.75 13.85 -1.3031
Se 8.08 13.83 12.05 -0.1389
C 10.64 14.65 14.01 -2.3464
Se 11.28 12.92 13.45 -0.1987
H 7.61 12.80 16.23 0.2622
H 10.25 13.59 16.26 0.2587
H 8.82 14.45 16.85 0.3916
H 10.08 16.19 16.18 0.4479
H 8.36 16.44 15.80 0.4947
H 10.49 16.98 14.03 0.3697
H 7.82 15.78 13.55 0.4591
H 7.16 14.37 14.37 0.2727
H 11.46 14.97 14.63 0.4972
H 10.64 15.26 13.11 0.5175
S 4.48 10.63 10.86 -0.6268
Sb 6.28 10.25 9.40 0.1018
S 7.89 12.08 9.61 -0.3967
S 7.48 9.08 11.18 -0.2607
C 11.35 10.24 12.31 -2.0680
H 11.71 10.32 13.33 0.6584
H 12.27 10.39 11.74 0.4552
H 11.02 9.20 12.14 0.5845
C 12.78 10.95 7.90 -0.9716
C 12.41 9.76 8.75 -0.8931
As 10.49 9.65 9.27 0.7891
C 9.71 9.63 7.47 -0.7138
C 9.70 10.97 6.78 -1.1996
C 10.41 7.71 9.66 -0.6335
C 9.94 6.79 8.57 -1.2680
H 13.84 11.20 8.05 0.3789
H 12.22 11.86 8.15 -0.0417
H 12.65 10.74 6.84 0.3092
H 12.94 9.77 9.68 0.5178
H 12.66 8.85 8.25 0.5751
H 8.69 9.29 7.59 0.3977
H 10.23 8.88 6.88 0.3865
H 9.56 11.78 7.50 0.1401
H 8.90 11.02 6.03 0.3680
H 10.62 11.13 6.24 0.3428
H 9.80 7.56 10.56 0.3741
H 11.43 7.46 9.97 0.5182
H 8.89 6.99 8.28 0.2407
H 9.94 5.76 8.95 0.4103
H 10.55 6.81 7.65 0.2637
C 13.04 14.57 9.72 -1.1409
S 11.30 14.31 10.27 0.7385
C 10.57 15.00 8.74 -1.0440
O 11.06 12.83 10.09 -0.1311
H 13.26 15.63 9.60 0.4229
H 13.14 14.04 8.77 0.3208
H 13.66 14.13 10.50 0.3042
H 10.68 16.08 8.71 0.4367
H 9.52 14.72 8.76 0.2643
H 11.14 14.56 7.90 0.3465
Se 6.60 10.51 12.79 0.3846
N 8.32 10.52 13.42 -0.2521
C 8.32 9.74 14.46 0.2018
C 9.46 9.36 15.18 -0.3064
C 9.37 8.57 16.26 -0.6378
C 8.12 8.19 16.77 -0.4303
C 6.97 8.51 16.11 -0.7348
C 7.01 9.22 14.88 0.5996
N 5.98 9.51 14.11 -0.8287
H 10.38 9.72 14.78 0.3575
H 10.27 8.21 16.77 0.3701
H 8.08 7.59 17.66 0.3875
H 5.97 8.20 16.41 0.4232
```

What did the third record say?
Here is a molecular structure, C20H37O2S4Si2Sr from the Open Molecules 2025 dataset. Energies are from ωB97M-V/def2-TZVPD.

Values from the calculation:
* relative energy (zero: lowest compared OMol25 entry of this formula, charge and spin): 76.0 kJ/mol
* E_HOMO: -0.126 hartree
* LUMO level: 2.092 eV
* max |F|: 1.16 eV/Å
* charge: -1
* E_tot: -3137.3019 Ha
* molecular weight: 581.57 g/mol

The geometry in XYZ format:
```
66
Properties=species:S:1:pos:R:3:mulliken_charge:R:1
Sr 1.10 -0.68 0.20 0.9428
C -2.51 2.48 -0.07 0.0500
C -2.79 1.02 -0.42 -0.6732
S -1.71 -0.19 0.39 0.6280
C -2.69 -0.61 1.84 -0.0902
C -2.84 0.45 2.94 -0.9109
S -1.25 0.84 3.72 -0.0434
C -1.26 2.66 3.76 -0.0780
C 0.18 3.18 3.71 -1.1215
S 1.06 2.58 2.25 0.2029
C 0.99 3.95 1.08 -0.7669
C -0.39 4.26 0.52 -0.8205
S -0.85 2.94 -0.63 0.0597
H -2.56 2.63 1.00 -0.3812
H -3.24 3.13 -0.55 0.4823
H -2.64 0.86 -1.49 -0.1813
H -3.82 0.77 -0.18 0.5017
H -2.17 -1.48 2.24 -1.0104
H -3.68 -0.93 1.51 0.5295
H -3.52 0.07 3.71 0.4903
H -3.27 1.37 2.55 0.3938
H -1.78 3.00 4.66 0.4169
H -1.82 3.02 2.89 -0.2717
H 0.73 2.82 4.58 0.4328
H 0.20 4.27 3.72 0.4073
H 1.64 3.61 0.28 0.2824
H 1.44 4.83 1.54 0.4955
H -0.36 5.20 -0.03 0.4515
H -1.15 4.36 1.30 0.2843
C -1.55 -3.90 1.41 -1.1855
Si 0.05 -2.99 1.99 0.4824
C -0.25 -2.89 3.90 -1.2630
C 1.31 -4.44 1.95 -1.2523
H -1.72 -4.83 1.97 0.4055
H -1.47 -4.16 0.35 0.3087
H -2.44 -3.27 1.53 0.3406
H -0.50 -3.87 4.32 0.3697
H -1.06 -2.19 4.16 0.2913
H 0.65 -2.52 4.40 0.2937
H 0.99 -5.31 2.54 0.3085
H 2.29 -4.12 2.33 0.2918
H 1.47 -4.79 0.92 0.2928
C -0.62 -2.31 -3.35 -1.4148
Si 0.10 -0.64 -2.70 0.5261
C -1.01 0.60 -3.65 -1.6243
C 1.74 -0.58 -3.71 0.4706
C 2.73 -1.55 -3.49 -0.2392
C 3.96 -1.52 -4.12 -0.7195
C 4.26 -0.48 -5.00 -0.3876
C 3.31 0.50 -5.24 -0.5959
C 2.07 0.45 -4.60 -0.1023
H -0.67 -2.35 -4.44 0.3499
H -1.64 -2.46 -2.95 0.2933
H -0.02 -3.16 -3.00 0.3030
H -1.01 0.42 -4.74 0.4887
H -0.70 1.64 -3.48 0.2705
H -2.04 0.52 -3.30 0.3675
H 2.52 -2.36 -2.79 0.2426
H 4.70 -2.29 -3.92 0.3577
H 5.23 -0.44 -5.49 0.3511
H 3.54 1.32 -5.92 0.3517
H 1.35 1.24 -4.80 0.2166
O 3.44 -0.68 0.42 -0.8393
C 3.36 0.58 0.48 0.1788
O 2.37 1.27 0.10 -0.6338
H 4.21 1.12 0.92 0.4021
```

> The highest max |F| belongs to which entry?

C20H37N5O8P2S3Sn

> Which value of max |F| does entry 2 give?

1.81 eV/Å

> What is the formula in the third record?

C20H37O2S4Si2Sr